No. 1
The following is a DFT calculation (ωB97M-V/def2-TZVPD) of a structure of composition C23H18AuN3O2S2.

Summary:
DFT total energy (eV): -58052.936
HOMO level (alpha / beta) (eV): -12.7 / -14.1
Expectation value of S²: 2.101
Charge: +2
Spin multiplicity: 3

Last column: Löwdin spin population.
CARTESIAN COORDINATES (ANGSTROEM)
Au  0.745  2.278  -2.491  0.01
S  2.398  -4.772  2.971  0.01
S  -6.002  1.153  -0.524  0.02
O  0.150  1.736  1.739  0.02
O  -0.072  -0.330  -0.608  0.03
N  -0.981  1.583  -1.663  0.13
N  2.698  2.876  -2.111  0.00
N  2.200  -0.613  -0.154  0.01
C  -1.042  0.967  1.956  0.03
C  -0.560  -0.401  2.339  0.23
C  0.674  1.372  0.481  0.01
C  -2.242  1.669  -1.987  0.08
C  0.942  -0.190  0.396  0.00
C  4.503  -5.449  1.648  0.05
C  -4.653  1.421  -1.585  0.05
C  -6.500  1.631  -2.994  0.02
C  -1.705  1.006  0.604  0.10
C  2.947  -3.716  1.694  0.12
C  -5.112  1.659  -2.889  0.14
C  -7.112  1.370  -1.788  0.19
C  3.661  -5.846  2.684  0.20
C  0.496  -0.912  1.647  0.02
C  2.772  -1.657  0.282  0.00
C  -0.607  1.006  -0.402  0.02
C  2.958  2.293  -0.750  0.00
C  4.105  -4.253  1.088  0.09
C  -2.989  1.142  0.270  0.00
C  1.132  -2.100  2.037  0.16
C  -3.324  1.375  -1.115  0.18
C  2.272  -2.528  1.369  0.06
C  1.793  2.413  0.253  0.00
H  1.298  3.382  0.138  0.00
H  2.776  3.889  -2.088  0.00
H  3.402  2.547  -2.765  0.00
H  3.755  -6.741  3.283  0.01
H  -3.769  1.135  1.022  0.00
H  4.624  -3.780  0.269  0.00
H  3.234  1.256  -0.900  0.00
H  -7.045  1.793  -3.911  0.00
H  -8.171  1.295  -1.594  0.01
H  2.264  2.464  1.239  0.00
H  -1.620  1.439  2.745  0.00
H  5.361  -6.024  1.333  0.00
H  -2.447  2.031  -2.986  0.00
H  -0.989  -0.935  3.179  0.01
H  3.809  2.817  -0.314  0.00
H  3.708  -1.932  -0.193  0.00
H  0.726  -2.659  2.873  0.00
H  -4.461  1.839  -3.731  0.00

No. 2
The following is a DFT calculation (ωB97M-V/def2-TZVPD) of a structure of composition C23H18Br54FNO3S in a non-equilibrium geometry.

Summary:
DFT total energy (eV): -3827614.842
HOMO level (eV): -10.0
Charge: 0
Spin multiplicity: 1

Last column: Löwdin charge in e.
CARTESIAN COORDINATES (ANGSTROEM)
Br  5.357  0.979  0.139  0.60
Br  -3.016  0.426  3.721  0.62
Br  -2.041  -7.730  -1.555  0.58
Br  8.479  3.114  -4.190  0.53
Br  0.651  -6.056  -1.867  0.66
Br  2.581  -1.548  -6.273  0.55
Br  -5.981  -0.620  -2.994  0.57
Br  10.843  3.652  -2.044  0.54
Br  -3.500  -10.680  -4.624  0.56
Br  2.538  1.485  -1.126  0.79
Br  -5.425  1.513  1.938  0.60
Br  -7.737  1.828  -1.947  0.57
Br  17.029  3.469  -3.230  0.56
Br  13.272  2.400  -0.416  0.57
Br  7.127  -2.799  -10.372  0.58
Br  1.440  1.351  -6.898  0.59
Br  5.455  -0.903  -8.432  0.54
Br  -7.661  -1.439  4.534  0.55
Br  -4.618  2.953  6.559  0.57
Br  -5.718  0.183  7.700  0.60
Br  9.877  4.454  3.404  0.57
Br  -1.904  4.951  3.399  0.56
Br  -1.869  -12.629  -2.709  0.56
Br  -10.481  -0.324  5.553  0.56
Br  -12.339  -5.350  0.819  0.59
Br  -4.975  -12.141  -2.209  0.57
Br  -9.080  2.593  2.565  0.53
Br  -7.520  1.934  5.746  0.50
Br  -8.701  4.879  0.381  0.57
Br  -8.143  -1.070  -0.697  0.56
Br  -9.430  -3.159  6.548  0.58
Br  -2.938  0.141  0.547  0.72
Br  -8.041  1.009  11.700  0.57
Br  16.890  0.845  -1.440  0.55
Br  1.744  -0.150  3.854  0.58
Br  -2.332  7.660  1.781  0.58
Br  -12.559  -4.256  3.807  0.60
Br  1.379  2.637  2.364  0.54
Br  -0.006  -0.483  -4.728  0.74
Br  4.215  1.849  3.608  0.53
Br  -10.311  -3.136  1.872  0.62
Br  -0.101  5.585  0.856  0.56
Br  12.877  1.675  -3.488  0.58
Br  7.125  4.631  1.810  0.56
Br  4.866  0.322  -2.953  0.59
Br  8.046  2.353  -7.253  0.55
Br  7.196  3.465  4.772  0.55
Br  -7.098  5.018  3.130  0.56
Br  -9.846  2.758  9.744  0.56
Br  -6.942  3.775  10.565  0.56
Br  8.622  -0.938  -8.258  0.54
Br  6.011  4.336  -5.796  0.57
Br  19.040  3.100  -0.787  0.57
Br  0.460  -9.004  -3.057  0.58
S  -3.738  -2.262  -1.163  0.78
F  -0.096  -3.363  -2.847  0.11
O  0.058  0.635  -0.507  0.02
O  1.523  -1.151  -0.624  0.08
O  2.317  -3.169  -1.254  0.18
N  -1.689  -0.862  -2.342  0.08
C  -12.098  -3.843  1.986  -1.62
C  1.473  -2.330  -1.330  -0.35
C  2.595  1.208  2.784  -1.64
C  -8.719  4.458  2.258  -1.62
C  -0.410  -1.239  -1.855  -0.22
C  4.427  1.470  -1.469  -1.56
C  -1.066  6.328  2.347  -1.64
C  7.198  2.832  -5.596  -1.64
C  17.282  2.727  -1.474  -1.66
C  12.005  2.132  -1.838  -1.63
C  -2.612  -1.399  -1.731  -0.88
C  7.098  -1.134  -9.412  -1.64
C  0.229  -2.358  -2.109  -0.24
C  -8.055  2.242  10.222  -1.66
C  -9.444  -1.884  5.110  -1.65
C  -3.325  -11.380  -2.841  -1.66
C  0.401  -0.423  -0.923  -0.50
C  -6.896  0.161  -1.487  -1.64
C  1.004  -0.446  -6.368  -1.60
C  8.151  3.657  3.113  -1.64
C  -0.493  -7.385  -2.653  -1.63
C  -5.734  1.421  6.223  -1.63
C  -3.531  1.205  2.038  -1.56
H  -5.312  0.904  5.373  -0.11
H  -12.769  -3.067  1.653  -0.03
H  16.573  3.211  -0.820  -0.05
H  -9.929  -2.351  4.267  -0.16
H  -0.345  6.819  2.981  -0.03
H  11.387  1.293  -1.559  -0.03
H  -0.853  -6.985  -3.588  -0.03
H  8.314  2.666  2.718  -0.03
H  -9.529  5.015  2.703  -0.03
H  4.725  2.476  -1.728  -0.02
H  -7.634  1.727  9.372  -0.10
H  0.372  -0.860  -7.139  -0.03
H  2.877  0.745  1.849  -0.09
H  7.149  -0.344  -10.145  -0.03
H  -3.044  2.167  1.970  -0.05
H  -6.148  0.376  -0.737  -0.09
H  -3.088  -10.547  -2.196  -0.08
H  6.592  1.993  -5.304  -0.06

No. 3
The following is a DFT calculation (ωB97M-V/def2-TZVPD) of a structure of composition C23H18ClN5O2 in a non-equilibrium geometry.

Summary:
DFT total energy (eV): -48207.710
HOMO level (eV): -7.5
Charge: 0
Spin multiplicity: 1

Last column: natural (NBO) charge in e.
CARTESIAN COORDINATES (ANGSTROEM)
Cl  -4.951  -2.266  -4.160  0.00
O  3.511  3.786  0.612  -0.37
O  -1.041  -3.235  3.297  -0.53
N  0.399  1.021  -2.073  -0.41
N  3.212  3.020  2.683  -0.44
N  1.522  2.819  -1.191  -0.42
N  0.879  -1.649  2.060  -0.47
N  -2.343  -0.681  -4.858  -0.39
C  -2.380  0.141  -1.259  -0.18
C  4.197  4.619  1.393  0.03
C  3.921  4.149  2.666  -0.10
C  -0.578  0.546  -3.041  0.23
C  0.554  -2.951  1.525  -0.24
C  1.025  2.254  -2.220  0.23
C  0.571  -0.421  -0.031  -0.35
C  1.070  -0.506  1.244  0.28
C  -0.361  0.556  -4.448  -0.26
C  -0.878  -3.310  1.913  -0.08
C  -3.803  -1.423  -3.073  0.02
C  -3.513  -0.572  -0.843  -0.20
C  2.986  2.868  1.418  0.47
C  1.937  0.554  1.719  -0.24
C  -0.831  -1.898  3.831  -0.08
C  1.485  1.793  -0.221  0.07
C  -2.614  -0.764  -3.575  0.12
C  -1.827  -0.018  -2.634  -0.09
C  2.126  1.732  1.003  -0.08
C  0.738  0.683  -0.758  0.20
C  0.620  -1.500  3.567  -0.23
C  -1.292  0.080  -5.274  0.04
C  -4.148  -1.479  -1.726  -0.22
H  -4.042  -0.342  0.085  0.23
H  2.304  0.488  2.711  0.23
H  0.782  -3.112  0.443  0.22
H  -1.024  0.380  -6.257  0.20
H  -1.584  -2.674  1.367  0.16
H  -5.035  -2.047  -1.255  0.24
H  1.178  -3.722  2.036  0.19
H  -1.857  0.576  -0.574  0.20
H  -1.005  -2.033  4.894  0.20
H  0.568  0.949  -4.942  0.23
H  0.681  -0.478  3.921  0.22
H  -0.042  -1.180  -0.405  0.22
H  1.078  2.768  -3.134  0.19
H  -0.959  -4.304  1.581  0.19
H  4.289  4.627  3.504  0.20
H  1.247  -2.119  4.127  0.20
H  -1.523  -1.194  3.368  0.17
H  4.752  5.470  0.984  0.22

No. 4
The following is a DFT calculation (ωB97M-V/def2-TZVPD) of the molecule C23H18F4N2O.

Summary:
DFT total energy (eV): -40042.820
HOMO level (eV): -8.6
Charge: 0
Spin multiplicity: 1
SMILES: O=C(Nc1ccc(F)cc1)N1CCc2ccccc2[C@@H]1c1ccc(C(F)(F)F)cc1

Last column: natural (NBO) charge in e.
CARTESIAN COORDINATES (ANGSTROEM)
F  0.611  -0.360  -5.953  -0.32
F  -0.004  4.150  4.746  -0.33
F  -0.710  -2.022  -5.617  -0.33
F  -1.509  -0.035  -5.798  -0.32
O  3.236  -1.591  1.302  -0.63
N  2.635  0.593  1.470  -0.65
N  1.059  -1.076  0.992  -0.46
C  -2.750  -2.056  2.044  -0.23
C  -0.733  -2.759  0.659  -0.45
C  -0.348  -0.560  -3.796  -0.16
C  0.309  1.929  4.021  -0.25
C  -0.489  -0.734  -5.280  0.97
C  -1.979  0.598  1.775  -0.20
C  2.351  -0.759  1.268  0.80
C  -3.128  0.276  2.479  -0.22
C  2.292  2.821  2.295  -0.22
C  0.066  -0.158  0.462  -0.09
C  1.957  1.467  2.324  0.14
C  -1.301  -0.050  -1.660  -0.16
C  0.744  -2.499  0.961  -0.21
C  -0.084  -0.317  -1.044  -0.02
C  1.640  3.725  3.109  -0.26
C  -1.439  -0.172  -3.030  -0.19
C  -1.222  -0.410  1.201  -0.06
C  0.875  -0.823  -3.194  -0.17
C  0.971  1.029  3.209  -0.24
C  -1.605  -1.742  1.330  0.07
C  -3.509  -1.048  2.615  -0.20
C  1.003  -0.696  -1.824  -0.21
C  0.646  3.268  3.957  0.37
H  3.624  0.787  1.371  0.41
H  1.720  -1.119  -3.796  0.23
H  1.957  -0.896  -1.360  0.23
H  -0.899  -2.700  -0.421  0.23
H  -3.048  -3.089  2.152  0.21
H  1.891  4.774  3.092  0.23
H  0.400  0.869  0.642  0.25
H  -2.149  0.250  -1.063  0.22
H  1.376  -3.005  0.221  0.21
H  0.726  -0.020  3.267  0.23
H  -0.991  -3.769  0.981  0.23
H  -2.386  0.034  -3.504  0.23
H  3.071  3.160  1.629  0.22
H  -1.672  1.628  1.672  0.22
H  -0.457  1.597  4.703  0.23
H  1.003  -2.909  1.943  0.21
H  -3.721  1.059  2.925  0.22
H  -4.401  -1.298  3.171  0.22